Entry 1:
The following is a quantum chemistry calculation of a 2-piece molecular cluster, C16H14NO6S2 overall, from the OMol25 dataset.

As for the charge: -1. As for the calculated total energy: -1920.5288 Ha. As for the gap between HOMO and LUMO: 4.15 eV. Its LUMO energy is 1.642 eV.

Last column: Löwdin charge in e.
CARTESIAN COORDINATES (ANGSTROEM)
1 C -0.268 2.565 -3.370  -0.166
2 C 0.997 1.858 -3.297  -0.220
3 N 2.142 2.559 -3.294  -0.525
4 O 3.272 2.011 -3.307  -0.150
5 O 1.996 3.821 -3.278  -0.154
6 H -1.058 1.805 -3.347  0.056
7 H -0.421 3.243 -2.516  0.045
8 H -0.388 3.141 -4.303  0.065
9 H 1.077 0.781 -3.291  0.079
10 C -0.721 -4.749 -1.006  -0.054
11 C -0.775 -3.353 -1.060  -0.026
12 C -0.917 -2.645 0.130  -0.241
13 C -0.987 -3.306 1.346  -0.252
14 C -0.936 -4.694 1.411  -0.043
15 C -0.802 -5.419 0.225  -0.060
16 S -1.095 -2.284 2.822  0.703
17 O -2.463 -2.261 3.281  -0.288
18 O -0.004 -2.617 3.708  -0.290
19 C -0.741 -0.760 1.967  -0.313
20 C -0.206 0.302 2.608  -0.029
21 C 0.231 1.509 1.928  -0.251
22 C -0.656 2.267 1.139  -0.037
23 C -0.206 3.401 0.473  -0.061
24 C 1.141 3.774 0.559  -0.048
25 C 2.027 3.038 1.356  -0.061
26 C 1.567 1.930 2.057  -0.032
27 S -0.913 -0.845 0.195  0.709
28 O 0.284 -0.381 -0.470  -0.246
29 O -2.217 -0.345 -0.179  -0.281
30 H -0.614 -5.313 -1.934  0.110
31 H -0.705 -2.803 -1.998  0.132
32 H -0.996 -5.177 2.385  0.124
33 H -0.758 -6.508 0.269  0.108
34 H -0.059 0.202 3.683  0.136
35 H -1.707 1.977 1.103  0.116
36 H -0.918 3.989 -0.111  0.109
37 H 1.497 4.640 0.002  0.111
38 H 3.078 3.321 1.432  0.108
39 H 2.223 1.323 2.685  0.117

---

Entry 2:
The following is a quantum chemistry calculation of C40H41Cl5NO3P2Ru as an isolated structure, from the OMol25 dataset.

The calculation puts the energy relative to the best compared isomer or geometry (same formula, charge and spin) at 69.8 kcal per mole. Its expectation value of S² is 0.806. The spin multiplicity is 2. As for the charge: +2. As for the calculated total energy: -4907.2543 Ha. As for the gap between HOMO and LUMO (alpha / beta): 6.44 / 7.12 eV. Its LUMO energy (alpha / beta) is -7.154 / -6.479 eV.

Last column: Löwdin charge in e.
CARTESIAN COORDINATES (ANGSTROEM)
1 Ru -0.577 -0.060 0.868  0.981
2 Cl 0.366 2.461 2.069  0.806
3 C 1.705 1.381 2.149  -0.709
4 C 1.516 0.132 1.565  -0.289
5 C 2.611 -0.721 1.545  -0.709
6 Cl 2.420 -2.259 0.813  0.758
7 C 3.852 -0.355 2.066  -0.708
8 Cl 5.184 -1.427 1.985  0.740
9 C 3.994 0.902 2.670  -0.700
10 Cl 5.501 1.390 3.300  0.752
11 C 2.896 1.774 2.743  -0.703
12 Cl 3.034 3.282 3.539  0.753
13 O -3.017 1.231 0.853  -0.106
14 N -2.035 1.737 0.041  -0.123
15 C -2.159 2.919 -0.406  -0.084
16 C -1.279 3.540 -1.370  -0.200
17 C -1.697 4.768 -1.904  -0.008
18 C -0.972 5.406 -2.892  -0.027
19 C 0.207 4.835 -3.350  -0.019
20 C 0.642 3.631 -2.825  -0.085
21 C -0.081 2.972 -1.834  -0.302
22 P 0.674 1.434 -1.180  1.136
23 C 2.342 2.081 -0.803  -0.358
24 C 2.420 3.366 -0.262  -0.133
25 C 3.646 3.917 0.049  -0.064
26 C 4.809 3.193 -0.162  -0.049
27 C 4.737 1.912 -0.681  -0.051
28 C 3.512 1.351 -0.995  -0.069
29 C 0.872 0.409 -2.676  -0.353
30 C 0.287 0.745 -3.896  -0.095
31 C 0.534 -0.029 -5.014  -0.048
32 C 1.355 -1.143 -4.928  -0.043
33 C 1.878 -1.523 -3.702  -0.064
34 C 1.624 -0.762 -2.576  -0.142
35 H -3.719 1.888 1.045  0.131
36 H -3.031 3.516 -0.106  0.153
37 H -2.608 5.216 -1.534  0.121
38 H -1.316 6.344 -3.300  0.123
39 H 0.796 5.323 -4.111  0.124
40 H 1.562 3.190 -3.182  0.127
41 H 1.522 3.942 -0.096  0.093
42 H 3.695 4.916 0.450  0.117
43 H 5.766 3.625 0.077  0.118
44 H 5.637 1.345 -0.857  0.120
45 H 3.478 0.361 -1.414  0.093
46 H -0.350 1.613 -3.979  0.102
47 H 0.089 0.249 -5.956  0.116
48 H 1.566 -1.723 -5.812  0.117
49 H 2.486 -2.410 -3.621  0.117
50 H 1.995 -1.068 -1.606  0.050
51 C -0.122 -4.665 1.343  -0.010
52 C -0.524 -3.558 2.257  -0.473
53 C -0.669 -3.962 3.694  0.005
54 O -0.743 -2.421 1.871  -0.079
55 H -0.997 -5.292 1.161  0.115
56 H 0.619 -5.296 1.826  0.102
57 H 0.245 -4.289 0.394  0.045
58 H -0.721 -5.040 3.794  0.092
59 H -1.550 -3.509 4.142  0.085
60 H 0.190 -3.599 4.259  0.110
61 C -2.859 -0.458 -1.943  -0.212
62 P -2.037 -1.466 -0.640  0.931
63 C -3.462 -1.961 0.412  -0.217
64 C -1.658 -2.959 -1.617  -0.364
65 C -2.708 -3.688 -2.171  -0.088
66 C -2.437 -4.750 -3.013  -0.050
67 C -1.125 -5.088 -3.306  -0.046
68 C -0.080 -4.372 -2.747  -0.059
69 C -0.345 -3.314 -1.894  -0.124
70 H -3.527 0.266 -1.487  0.037
71 H -3.428 -1.113 -2.600  0.059
72 H -2.106 0.059 -2.534  0.029
73 H -4.380 -1.996 -0.175  0.062
74 H -3.570 -1.225 1.209  0.032
75 H -3.266 -2.937 0.851  0.052
76 H -3.732 -3.417 -1.959  0.106
77 H -3.256 -5.307 -3.444  0.118
78 H -0.923 -5.910 -3.973  0.117
79 H 0.938 -4.641 -2.978  0.113
80 H 0.455 -2.744 -1.444  0.059
81 C -1.236 0.341 5.530  -0.129
82 C -1.693 1.735 5.101  -0.140
83 C -2.350 1.439 3.758  -0.222
84 O -1.552 0.427 3.148  -0.293
85 C -1.000 -0.382 4.196  -0.185
86 H -2.021 -0.161 6.098  0.121
87 H -0.334 0.372 6.136  0.120
88 H -0.846 2.411 4.981  0.108
89 H -2.386 2.170 5.814  0.123
90 H -2.374 2.306 3.098  0.094
91 H -3.369 1.047 3.896  0.137
92 H 0.070 -0.516 3.981  0.117
93 H -1.499 -1.356 4.176  0.096

---

What did we get for M? Answer: 380.4, 924.1 g mol⁻¹, in the order shown.